# 1
{
  "formula": "C14H19N3O5",
  "method": "wB97M-V/def2-TZVPD",
  "orbital_gap_ev": 9.42,
  "e_above_lowest_ev": 0.2974,
  "total_energy_ev": -29535.88772,
  "homo_ev": -9.00,
  "smiles": "NC(=O)CC[C@H](N)C(=O)N[C@@H](Cc1ccc(O)cc1)C(=O)O",
  "largest_force_ev_per_a": 2.6,
  "species": ["N", "C", "O", "C", "C", "C", "N", "C", "O", "N", "C", "C", "C", "C", "C", "C", "O", "C", "C", "C", "O", "O", "H", "H", "H", "H", "H", "H", "H", "H", "H", "H", "H", "H", "H", "H", "H", "H", "H", "H", "H"],
  "xyz": [[-5.318, 0.676, -1.085], [-4.813, -0.600, -0.885], [-5.435, -1.635, -0.983], [-3.268, -0.578, -0.643], [-2.834, -1.676, 0.300], [-1.307, -1.769, 0.526], [-1.022, -2.759, 1.579], [-0.799, -0.396, 0.968], [-0.993, 0.062, 2.107], [-0.178, 0.385, 0.016], [0.417, 1.626, 0.364], [1.591, 1.982, -0.554], [2.717, 0.951, -0.456], [2.879, 0.008, -1.510], [3.902, -0.963, -1.450], [4.779, -0.975, -0.361], [5.805, -1.846, -0.390], [4.655, -0.004, 0.611], [3.625, 0.945, 0.572], [-0.660, 2.761, 0.366], [-0.625, 3.709, -0.387], [-1.651, 2.603, 1.232], [-6.283, 0.768, -1.274], [-4.745, 1.506, -0.939], [-2.976, 0.424, -0.265], [-2.810, -0.645, -1.622], [-3.332, -1.505, 1.260], [-3.184, -2.647, -0.057], [-0.781, -2.099, -0.372], [-1.466, -2.380, 2.429], [0.005, -2.718, 1.839], [0.067, -0.111, -0.839], [0.715, 1.560, 1.415], [1.939, 2.972, -0.267], [1.232, 2.100, -1.579], [2.200, 0.086, -2.375], [4.058, -1.692, -2.250], [6.408, -1.668, 0.376], [5.376, 0.031, 1.455], [3.574, 1.706, 1.346], [-1.462, 1.804, 1.783]],
  "atomic_forces_ev_per_a": [[1.101, -0.903, 0.408], [1.254, 0.912, -0.301], [-0.151, 0.548, 0.139], [-0.865, 0.773, 0.250], [0.275, -0.347, 0.075], [0.069, 0.094, 0.828], [1.036, 0.636, 0.849], [0.230, 1.336, -0.156], [-0.044, -0.582, -0.908], [-0.920, -2.386, 0.262], [-0.031, 1.612, 0.205], [0.243, -0.313, 0.475], [-0.653, -0.126, -1.767], [0.439, -0.179, 0.727], [-0.829, 0.490, -0.252], [-0.404, 0.855, -0.666], [1.146, -0.366, 1.055], [0.058, 0.501, 1.170], [0.638, -0.364, 0.364], [0.506, 0.559, -1.307], [0.067, -0.727, 0.565], [0.004, -0.482, 0.550], [-0.851, 0.193, -0.170], [-0.416, -0.620, -0.060], [-0.182, -0.485, -0.041], [0.166, -0.250, -0.366], [0.225, -0.069, 0.064], [0.023, 0.064, -0.028], [-0.130, 0.166, -0.175], [0.098, -0.388, -0.373], [-1.492, -0.160, -0.647], [0.067, 0.574, 0.250], [0.382, -0.116, -0.072], [0.075, 0.016, 0.083], [-0.002, -0.185, 0.043], [0.479, -0.258, 0.416], [-0.124, 0.297, 0.245], [-0.794, -0.280, -0.982], [-0.468, -0.055, -0.641], [-0.014, -0.114, -0.004], [-0.213, 0.131, -0.108]],
  "lowdin_charge": [0.16, -0.51, 0.06, -0.12, -0.14, -0.32, 0.04, -0.40, 0.04, 0.13, -0.23, -0.09, -0.24, -0.03, 0.00, -0.36, 0.05, -0.02, -0.04, -0.47, 0.11, 0.12, 0.09, 0.11, 0.10, 0.12, 0.13, 0.13, 0.14, 0.08, 0.11, 0.15, 0.16, 0.13, 0.13, 0.11, 0.12, 0.13, 0.12, 0.12, 0.09]
}

=====

# 2
{
  "formula": "C14H19N3O6",
  "method": "wB97M-V/def2-TZVPD",
  "orbital_gap_ev": 8.91,
  "e_above_lowest_ev": 0.0000,
  "total_energy_ev": -31582.21789,
  "homo_ev": -9.20,
  "smiles": "CNC(=O)[C@H](CO)NC(C)=O.Cc1ncc2c(c1O)C(=O)OC2",
  "largest_force_ev_per_a": 2.4,
  "species": ["C", "N", "C", "O", "C", "C", "O", "N", "C", "C", "O", "H", "H", "H", "H", "H", "H", "H", "H", "H", "H", "H", "H", "C", "C", "N", "C", "C", "C", "C", "O", "C", "O", "O", "C", "H", "H", "H", "H", "H", "H", "H"],
  "xyz": [[2.792, 3.744, -0.656], [1.798, 3.308, -1.637], [0.564, 2.850, -1.397], [-0.169, 2.611, -2.349], [0.064, 2.729, 0.057], [-1.091, 1.732, 0.225], [-0.624, 0.408, 0.058], [-0.262, 4.021, 0.691], [-1.040, 5.022, 0.275], [-1.793, 4.956, -1.038], [-1.152, 6.014, 0.976], [3.098, 2.904, -0.030], [2.379, 4.536, -0.028], [3.670, 4.135, -1.172], [2.037, 3.374, -2.615], [0.893, 2.309, 0.625], [-1.501, 1.829, 1.232], [-1.881, 1.935, -0.498], [-0.904, -0.094, 0.852], [0.159, 4.198, 1.590], [-1.093, 5.084, -1.861], [-2.524, 5.763, -1.063], [-2.312, 4.006, -1.136], [1.819, -4.339, -1.895], [0.878, -4.461, -0.732], [0.477, -5.705, -0.387], [-0.363, -5.852, 0.648], [-0.827, -4.748, 1.369], [-0.435, -3.470, 1.038], [0.439, -3.299, -0.042], [0.866, -2.044, -0.419], [-1.089, -2.601, 1.989], [-0.957, -1.384, 1.966], [-1.854, -3.297, 2.863], [-1.751, -4.699, 2.544], [1.361, -3.741, -2.688], [2.746, -3.854, -1.577], [2.062, -5.326, -2.299], [-0.685, -6.849, 0.932], [0.277, -1.330, -0.089], [-2.732, -5.114, 2.289], [-1.341, -5.260, 3.389]],
  "atomic_forces_ev_per_a": [[-0.402, -0.172, -0.044], [1.341, 0.449, 0.466], [-1.430, 0.209, -0.803], [-0.122, -0.357, 0.492], [-0.099, 0.065, 0.400], [0.117, 0.070, -0.309], [-0.096, -0.344, 0.320], [1.259, -1.674, -0.266], [-1.239, 1.608, -0.411], [0.124, -0.248, 0.243], [0.082, 0.195, 0.255], [0.119, 0.094, 0.048], [0.115, -0.031, 0.017], [-0.184, -0.107, 0.016], [-0.162, -0.031, 0.087], [0.069, 0.060, 0.185], [0.046, 0.310, 0.011], [0.001, 0.063, -0.071], [0.225, 0.203, -0.465], [-0.008, 0.045, 0.015], [-0.052, -0.169, -0.159], [0.187, -0.013, 0.163], [0.094, -0.093, -0.274], [-0.002, -0.023, 0.004], [-0.207, -0.147, 0.268], [-0.280, 0.909, 0.529], [-0.074, 0.675, 0.199], [0.321, -1.120, -0.550], [0.204, -1.864, -0.457], [-0.104, 1.390, 0.134], [-0.286, -1.288, -0.041], [0.387, 2.316, -0.486], [-0.800, -1.203, 1.105], [0.452, 0.227, -0.473], [0.113, -0.539, -0.175], [0.156, 0.063, 0.084], [-0.094, 0.078, -0.142], [-0.146, 0.157, 0.202], [0.164, -0.054, -0.241], [0.354, -0.353, -0.147], [0.008, 0.325, 0.199], [-0.152, 0.320, 0.073]],
  "lowdin_charge": [-0.06, 0.03, -0.46, 0.05, -0.18, -0.19, -0.08, 0.11, -0.54, 0.02, 0.03, 0.08, 0.08, 0.09, 0.14, 0.14, 0.14, 0.11, 0.04, 0.15, 0.09, 0.09, 0.07, -0.03, -0.24, 0.12, -0.07, -0.13, -0.02, -0.14, 0.08, -0.36, 0.10, 0.08, -0.07, 0.09, 0.09, 0.08, 0.12, 0.08, 0.14, 0.14]
}

=====

# 3
{
  "formula": "C14H19N5O7",
  "method": "wB97M-V/def2-TZVPD",
  "orbital_gap_ev": 8.44,
  "e_above_lowest_ev": 2.5592,
  "total_energy_ev": -36609.06741,
  "homo_ev": -8.95,
  "smiles": "Nc1ccc([N+](=O)[O-])cc1C(=O)O.CNC(=O)[C@H](CC(N)=O)NC(C)=O",
  "largest_force_ev_per_a": 2.7,
  "species": ["N", "C", "C", "C", "C", "N", "O", "O", "C", "C", "C", "O", "O", "H", "H", "H", "H", "H", "H", "C", "N", "C", "O", "C", "C", "C", "N", "O", "N", "C", "C", "O", "H", "H", "H", "H", "H", "H", "H", "H", "H", "H", "H", "H", "H"],
  "xyz": [[4.029, 3.113, -0.805], [3.906, 2.360, 0.342], [4.966, 1.519, 0.658], [4.919, 0.701, 1.786], [3.798, 0.713, 2.635], [3.733, -0.124, 3.777], [4.605, -0.988, 3.920], [2.808, 0.050, 4.580], [2.739, 1.586, 2.306], [2.767, 2.416, 1.166], [1.608, 3.301, 0.902], [1.573, 3.997, -0.102], [0.625, 3.339, 1.829], [4.957, 3.401, -1.096], [3.240, 3.743, -0.992], [5.835, 1.481, 0.011], [5.767, 0.052, 1.994], [1.864, 1.614, 2.951], [-0.018, 3.966, 1.467], [-2.762, -3.798, -3.488], [-2.839, -2.528, -2.770], [-1.911, -2.099, -1.904], [-0.907, -2.760, -1.652], [-2.161, -0.736, -1.211], [-1.271, -0.480, 0.023], [0.149, -0.109, -0.368], [1.147, -0.714, 0.230], [0.376, 0.755, -1.196], [-3.568, -0.474, -0.865], [-4.352, -1.280, -0.147], [-5.753, -0.785, 0.121], [-3.996, -2.366, 0.285], [-3.575, -3.877, -4.210], [-2.830, -4.622, -2.775], [-1.805, -3.869, -4.010], [-3.660, -1.960, -2.891], [-1.891, 0.011, -1.959], [-1.667, 0.353, 0.600], [-1.269, -1.365, 0.659], [2.068, -0.445, -0.064], [0.970, -1.485, 0.845], [-3.955, 0.410, -1.152], [-6.256, -1.495, 0.776], [-6.297, -0.707, -0.818], [-5.708, 0.186, 0.612]],
  "atomic_forces_ev_per_a": [[-0.684, 0.319, 0.445], [0.150, 1.254, -1.562], [0.230, -1.177, 1.445], [0.187, 0.166, -0.409], [-0.371, 1.732, -1.982], [-0.163, -1.173, 1.766], [-0.788, 0.891, -0.232], [0.865, -0.142, -0.889], [0.249, -0.322, 0.171], [-0.493, -1.139, 1.667], [0.670, 0.490, -1.082], [-0.458, -0.209, 0.770], [0.541, -0.227, -0.413], [-0.401, -0.275, 0.072], [0.640, -0.316, 0.064], [-0.112, 0.045, 0.041], [-0.281, 0.074, 0.090], [0.235, -0.027, -0.119], [-0.078, 0.001, 0.070], [0.362, 0.156, 0.419], [-0.711, 0.409, -0.632], [0.724, -0.922, 1.069], [-0.387, 0.718, -0.125], [-0.264, 0.412, 0.316], [0.332, -0.895, -0.233], [-1.074, 0.789, -1.013], [0.766, -1.031, 1.254], [-0.361, 0.667, -0.548], [0.776, 0.615, -1.272], [-0.768, -1.378, 1.116], [0.088, 0.033, 0.023], [0.412, 0.183, -0.247], [0.055, 0.169, 0.140], [0.023, -0.035, -0.100], [-0.098, -0.031, 0.042], [0.003, -0.055, 0.031], [0.021, 0.125, 0.010], [-0.120, 0.078, -0.120], [-0.121, -0.007, 0.025], [0.211, -0.192, 0.112], [0.329, -0.152, 0.015], [0.078, 0.003, -0.008], [0.107, 0.071, -0.118], [-0.149, 0.149, -0.018], [-0.171, 0.154, -0.054]],
  "lowdin_charge": [0.14, -0.25, -0.02, 0.02, -0.16, -0.35, 0.06, 0.06, 0.08, -0.07, -0.45, 0.08, 0.12, 0.11, 0.09, 0.12, 0.12, 0.13, 0.13, -0.05, 0.02, -0.45, 0.07, -0.18, -0.04, -0.58, 0.20, 0.04, 0.08, -0.56, 0.00, 0.07, 0.08, 0.09, 0.09, 0.13, 0.15, 0.13, 0.12, 0.12, 0.12, 0.15, 0.09, 0.08, 0.08]
}

=====

# 4
{
  "formula": "C14H19N6O3S2Zr",
  "method": "wB97M-V/def2-TZVPD",
  "orbital_gap_ev": 7.70,
  "e_above_lowest_ev": 0.5439,
  "total_energy_ev": -52858.68244,
  "homo_ev": -11.89,
  "largest_force_ev_per_a": 0.8,
  "charge": 1,
  "species": ["Zr", "N", "C", "C", "N", "H", "H", "H", "H", "H", "H", "H", "H", "S", "C", "C", "N", "C", "S", "C", "N", "C", "C", "C", "C", "C", "C", "O", "N", "C", "O", "N", "C", "O", "H", "H", "H", "H", "H", "H", "H", "H", "H", "H", "H"],
  "xyz": [[0.108, -0.497, 0.563], [2.334, 0.312, 0.563], [2.326, 1.799, 0.425], [1.379, 2.160, -0.695], [0.030, 1.613, -0.389], [2.826, 0.038, 1.411], [2.859, -0.098, -0.207], [3.316, 2.200, 0.215], [1.986, 2.215, 1.372], [1.708, 1.704, -1.629], [1.366, 3.240, -0.836], [-0.536, 1.604, -1.234], [-0.460, 2.209, 0.274], [-2.335, -0.441, 0.283], [-2.558, -0.556, 2.042], [-3.781, -1.221, 2.426], [-4.752, -1.777, 2.688], [-1.718, -0.096, 2.991], [-0.163, 0.712, 2.718], [-2.068, -0.222, 4.386], [-2.325, -0.310, 5.503], [2.469, -5.040, -0.140], [1.143, -5.409, 0.502], [-0.068, -4.463, 0.243], [-1.292, -5.010, 0.990], [-2.614, -4.319, 0.705], [-0.338, -4.466, -1.279], [-0.704, -5.446, -1.849], [-0.224, -3.236, -2.007], [0.328, -2.145, -1.458], [0.208, -0.956, -1.836], [0.967, -2.277, -0.243], [0.319, -3.087, 0.664], [0.084, -2.497, 1.737], [3.182, -5.847, 0.026], [2.905, -4.130, 0.276], [2.385, -4.914, -1.223], [1.237, -5.504, 1.585], [0.802, -6.375, 0.127], [-1.051, -4.963, 2.054], [-1.355, -6.066, 0.726], [-2.591, -3.261, 0.963], [-3.407, -4.774, 1.296], [-2.906, -4.411, -0.344], [-0.679, -3.182, -2.910]],
  "atomic_forces_ev_per_a": [[-0.523, 0.502, 0.398], [0.037, 0.375, -0.097], [0.059, -0.131, 0.008], [-0.067, 0.027, -0.026], [0.271, 0.261, -0.299], [-0.023, 0.004, 0.031], [-0.021, -0.037, -0.015], [0.077, -0.070, 0.037], [-0.012, 0.038, 0.029], [0.038, -0.001, -0.032], [-0.094, 0.034, -0.024], [-0.019, -0.022, -0.004], [-0.005, -0.016, 0.044], [-0.019, 0.115, 0.046], [-0.429, -0.267, -0.219], [0.307, 0.079, -0.049], [0.020, 0.020, -0.021], [0.307, 0.212, 0.517], [-0.155, -0.021, 0.061], [0.052, -0.146, -0.299], [0.021, 0.023, -0.028], [0.084, 0.042, -0.049], [-0.114, -0.129, 0.042], [0.071, 0.292, -0.241], [0.067, -0.161, 0.057], [-0.060, 0.047, -0.073], [-0.092, -0.051, -0.098], [-0.003, 0.005, -0.033], [0.056, -0.165, 0.126], [0.165, 0.159, 0.253], [0.094, -0.261, 0.063], [-0.227, -0.474, -0.225], [0.115, 0.083, -0.095], [0.031, -0.378, 0.111], [-0.003, 0.007, 0.015], [-0.029, -0.015, 0.002], [-0.042, 0.009, 0.026], [0.060, 0.011, -0.003], [0.056, -0.021, 0.005], [-0.047, 0.024, 0.012], [-0.061, -0.001, 0.014], [0.028, 0.017, 0.005], [0.014, 0.012, 0.012], [0.043, -0.001, 0.017], [-0.029, -0.029, 0.000]],
  "lowdin_charge": [1.37, -0.07, -0.22, -0.21, -0.11, 0.11, 0.11, 0.13, 0.10, 0.13, 0.13, 0.10, 0.09, 0.65, -0.69, -0.26, 0.21, -0.69, 0.62, -0.25, 0.21, -0.07, -0.15, -0.29, -0.16, -0.05, -0.34, 0.18, 0.25, -0.55, -0.03, 0.00, -0.42, -0.02, 0.09, 0.07, 0.09, 0.14, 0.13, 0.13, 0.13, 0.03, 0.09, 0.09, 0.19]
}